Below is a single C20H31N3OS molecule, with properties calculated with ωB97M-V with the def2-TZVPD basis set.

Each atom is followed by the atoms it is bonded to, with distances in Å.
Cartesian coordinates (Å):
1 C -4.36 -2.68 -2.34  C2 1.498, H26 1.088, H27 1.087, H28 1.090
2 C -4.49 -1.86 -1.10  C1 1.498, C3 1.389, C25 1.385
3 C -5.27 -2.30 -0.04  C2 1.389, C4 1.383, H29 1.080
4 C -5.39 -1.54 1.11  C3 1.383, C5 1.386, H30 1.080
5 C -4.73 -0.32 1.24  C4 1.386, C6 1.499, C7 1.400
6 C -4.86 0.50 2.49  C5 1.499, H31 1.091, H32 1.090, H33 1.087
7 C -3.94 0.12 0.18  C5 1.400, N8 1.401, C25 1.392
8 N -3.30 1.36 0.30  C7 1.401, C9 1.366, H34 1.013
9 C -2.28 1.88 -0.45  N8 1.366, S10 1.659, N11 1.354
10 S -2.28 3.52 -0.70  C9 1.659
11 N -1.32 1.06 -0.93  C9 1.354, C12 1.448, C24 1.450
12 C -0.30 1.59 -1.81  N11 1.448, C13 1.527, H35 1.091, H36 1.095
13 C 0.94 2.02 -1.02  C12 1.527, C14 1.536, H37 1.091, H38 1.090
14 C 1.48 0.81 -0.24  C13 1.536, N15 1.457, C23 1.533, H39 1.095
15 N 2.69 1.04 0.54  C14 1.457, C16 1.450, C17 1.452
16 C 2.67 2.25 1.35  N15 1.450, H40 1.091, H41 1.087, H42 1.099
17 C 3.91 0.94 -0.23  N15 1.452, C18 1.540, H43 1.092, H44 1.101
18 C 4.28 -0.53 -0.56  C17 1.540, C19 1.543, O22 1.420, H45 1.095
19 C 4.25 -1.41 0.71  C18 1.543, C20 1.531, H46 1.087, H47 1.089
20 C 5.66 -2.00 0.77  C19 1.531, C21 1.529, H48 1.087, H49 1.090
21 C 6.46 -1.00 -0.06  C20 1.529, O22 1.411, H50 1.090, H51 1.100
22 O 5.59 -0.59 -1.09  C18 1.420, C21 1.411
23 C 0.36 0.26 0.65  C14 1.533, C24 1.532, H52 1.091, H53 1.090
24 C -0.86 -0.11 -0.19  N11 1.450, C23 1.532, H54 1.089, H55 1.095
25 C -3.84 -0.64 -0.98  C2 1.385, C7 1.392, H56 1.080
26 H -5.32 -3.10 -2.63  C1 1.088
27 H -3.97 -2.09 -3.17  C1 1.087
28 H -3.68 -3.52 -2.17  C1 1.090
29 H -5.79 -3.25 -0.11  C3 1.080
30 H -6.00 -1.89 1.93  C4 1.080
31 H -5.43 1.41 2.29  C6 1.091
32 H -3.88 0.78 2.87  C6 1.090
33 H -5.39 -0.06 3.26  C6 1.087
34 H -3.85 2.08 0.75  N8 1.013
35 H -0.72 2.45 -2.34  C12 1.091
36 H -0.04 0.81 -2.53  C12 1.095
37 H 1.70 2.40 -1.71  C13 1.091
38 H 0.65 2.82 -0.34  C13 1.090
39 H 1.73 0.03 -0.96  C14 1.095
40 H 3.47 2.18 2.09  C16 1.091
41 H 1.73 2.31 1.89  C16 1.087
42 H 2.81 3.17 0.77  C16 1.099
43 H 4.73 1.34 0.38  C17 1.092
44 H 3.89 1.51 -1.17  C17 1.101
45 H 3.62 -0.91 -1.34  C18 1.095
46 H 3.49 -2.18 0.64  C19 1.087
47 H 4.04 -0.79 1.57  C19 1.089
48 H 6.04 -2.10 1.79  C20 1.087
49 H 5.69 -2.98 0.29  C20 1.090
50 H 7.35 -1.42 -0.53  C21 1.090
51 H 6.76 -0.13 0.56  C21 1.100
52 H 0.06 1.01 1.39  C23 1.091
53 H 0.72 -0.62 1.19  C23 1.090
54 H -1.66 -0.49 0.44  C24 1.089
55 H -0.59 -0.88 -0.92  C24 1.095
56 H -3.25 -0.27 -1.81  C25 1.080

Calculated values
- net charge = 0
- SMILES = Cc1ccc(C)c(NC(=S)N2CCC(N(C)C[C@@H]3CCCO3)CC2)c1

Below is a single C20H31N5O4 molecule, with properties calculated with ωB97M-V with the def2-TZVPD basis set.

Each atom is followed by the atoms it is bonded to, with distances in Å.
Cartesian coordinates (Å):
1 C 3.34 -6.49 -3.75  C2 1.524, H30 1.092, H31 1.091, H32 1.091
2 C 2.43 -5.33 -3.38  C1 1.524, C3 1.525, C4 1.529, H33 1.096
3 C 2.01 -4.55 -4.63  C2 1.525, H34 1.093, H35 1.091, H36 1.092
4 C 3.10 -4.36 -2.40  C2 1.529, N5 1.452, H37 1.091, H38 1.093
5 N 3.50 -4.94 -1.13  C4 1.452, N6 1.405, C28 1.398
6 N 2.52 -5.62 -0.39  N5 1.405, C7 1.388, H39 1.013
7 C 3.19 -6.54 0.40  N6 1.388, C8 1.497, C27 1.343
8 C 2.44 -7.28 1.46  C7 1.497, C9 1.520, H40 1.090, H41 1.092
9 C 3.15 -8.61 1.70  C8 1.520, O10 1.218, N11 1.344
10 O 3.93 -8.77 2.62  C9 1.218
11 N 2.91 -9.55 0.77  C9 1.344, C12 1.463, C26 1.454
12 C 2.07 -9.60 -0.43  N11 1.463, C13 1.554, H42 1.092, H43 1.091
13 C 2.75 -10.96 -0.77  C12 1.554, C14 1.522, C26 1.551, H44 1.090
14 C 3.58 -10.98 -2.04  C13 1.522, N15 1.458, H45 1.090, H46 1.093
15 N 2.83 -11.40 -3.21  C14 1.458, C16 1.451, C17 1.354
16 C 2.91 -12.81 -3.53  N15 1.451, H47 1.083, H48 1.093, H49 1.093
17 C 2.11 -10.47 -3.89  N15 1.354, O18 1.230, C19 1.519
18 O 2.06 -9.31 -3.49  C17 1.230
19 C 1.41 -10.94 -5.16  C17 1.519, C20 1.527, H50 1.090, H51 1.094
20 C 0.67 -9.95 -6.05  C19 1.527, O21 1.219, N22 1.346
21 O 0.38 -10.29 -7.18  C20 1.219
22 N 0.30 -8.78 -5.50  C20 1.346, C23 1.431, H52 1.015
23 C -0.40 -7.79 -6.26  N22 1.431, C24 1.491, C25 1.499, H53 1.080
24 C -0.69 -6.48 -5.60  C23 1.491, C25 1.513, H54 1.080, H55 1.083
25 C 0.33 -6.55 -6.72  C23 1.499, C24 1.513, H56 1.082, H57 1.081
26 C 3.57 -10.82 0.54  N11 1.454, C13 1.551, H58 1.093, H59 1.091
27 C 4.49 -6.60 0.05  C7 1.343, C28 1.458, H60 1.077
28 C 4.72 -5.61 -0.99  N5 1.398, C27 1.458, O29 1.216
29 O 5.71 -5.36 -1.65  C28 1.216
30 H 4.29 -6.13 -4.15  C1 1.092
31 H 3.56 -7.13 -2.89  C1 1.091
32 H 2.86 -7.12 -4.51  C1 1.091
33 H 1.53 -5.73 -2.90  C2 1.096
34 H 2.89 -4.14 -5.13  C3 1.093
35 H 1.49 -5.20 -5.33  C3 1.091
36 H 1.34 -3.72 -4.38  C3 1.092
37 H 4.02 -3.96 -2.84  C4 1.091
38 H 2.43 -3.52 -2.20  C4 1.093
39 H 1.89 -4.99 0.09  N6 1.013
40 H 2.44 -6.73 2.40  C8 1.090
41 H 1.41 -7.44 1.13  C8 1.092
42 H 1.00 -9.66 -0.22  C12 1.092
43 H 2.27 -8.80 -1.15  C12 1.091
44 H 2.06 -11.80 -0.76  C13 1.090
45 H 4.00 -9.99 -2.22  C14 1.090
46 H 4.41 -11.68 -1.92  C14 1.093
47 H 2.24 -13.08 -4.34  C16 1.083
48 H 3.93 -13.08 -3.82  C16 1.093
49 H 2.63 -13.40 -2.65  C16 1.093
50 H 2.13 -11.44 -5.81  C19 1.090
51 H 0.67 -11.70 -4.89  C19 1.094
52 H 0.74 -8.54 -4.62  N22 1.015
53 H -1.13 -8.21 -6.93  C23 1.080
54 H -1.64 -6.01 -5.78  C24 1.080
55 H -0.30 -6.35 -4.59  C24 1.083
56 H 1.37 -6.47 -6.44  C25 1.082
57 H 0.06 -6.13 -7.68  C25 1.081
58 H 4.65 -10.73 0.41  C26 1.093
59 H 3.37 -11.56 1.31  C26 1.091
60 H 5.24 -7.26 0.45  C27 1.077

Calculated values
- net charge = 0
- SMILES = CC(C)Cn1[nH]c(CC(=O)N2CC(CN(C)C(=O)CC(=O)NC3CC3)C2)cc1=O

Below is a single C20H31N5O4 molecule, with properties calculated with ωB97M-V with the def2-TZVPD basis set.

Each atom is followed by the atoms it is bonded to, with distances in Å.
Cartesian coordinates (Å):
1 C -3.02 -0.47 0.38  C2 1.526, H30 1.093, H31 1.089, H32 1.091
2 C -2.25 -1.72 0.80  C1 1.526, C3 1.529, C4 1.540, H33 1.094
3 C -2.76 -2.93 0.02  C2 1.529, H34 1.094, H35 1.091, H36 1.093
4 C -2.38 -1.97 2.31  C2 1.540, N5 1.450, H37 1.090, H38 1.092
5 N -1.35 -1.33 3.10  C4 1.450, N6 1.396, C28 1.390
6 N -0.02 -1.71 2.93  N5 1.396, C7 1.387, H39 1.014
7 C 0.75 -0.68 3.44  N6 1.387, C8 1.499, C27 1.345
8 C 2.24 -0.83 3.53  C7 1.499, C9 1.524, H40 1.091, H41 1.092
9 C 2.85 0.57 3.53  C8 1.524, O10 1.215, N11 1.353
10 O 3.10 1.18 4.54  C9 1.215
11 N 3.00 1.10 2.29  C9 1.353, C12 1.472, C26 1.465
12 C 2.45 0.69 0.99  N11 1.472, C13 1.543, H42 1.090, H43 1.090
13 C 2.47 2.17 0.55  C12 1.543, C14 1.525, C26 1.551, H44 1.091
14 C 1.13 2.77 0.12  C13 1.525, N15 1.460, H45 1.092, H46 1.092
15 N 0.92 2.78 -1.33  C14 1.460, C16 1.454, C17 1.352
16 C 1.05 4.06 -2.00  N15 1.454, H47 1.083, H48 1.093, H49 1.091
17 C 0.63 1.61 -1.93  N15 1.352, O18 1.231, C19 1.517
18 O 0.65 0.56 -1.27  C17 1.231
19 C 0.31 1.66 -3.41  C17 1.517, C20 1.529, H50 1.090, H51 1.094
20 C -0.22 0.41 -4.11  C19 1.529, O21 1.219, N22 1.344
21 O -0.71 0.53 -5.22  C20 1.219
22 N -0.08 -0.77 -3.48  C20 1.344, C23 1.428, H52 1.012
23 C -0.47 -2.00 -4.10  N22 1.428, C24 1.493, C25 1.501, H53 1.081
24 C -0.47 -3.22 -3.24  C23 1.493, C25 1.508, H54 1.080, H55 1.082
25 C -1.78 -2.63 -3.71  C23 1.501, C24 1.508, H56 1.082, H57 1.081
26 C 2.96 2.53 1.97  N11 1.465, C13 1.551, H58 1.094, H59 1.088
27 C -0.02 0.37 3.75  C7 1.345, C28 1.459, H60 1.077
28 C -1.41 0.01 3.49  N5 1.390, C27 1.459, O29 1.219
29 O -2.44 0.66 3.55  C28 1.219
30 H -4.09 -0.60 0.58  C1 1.093
31 H -2.70 0.41 0.93  C1 1.089
32 H -2.90 -0.27 -0.69  C1 1.091
33 H -1.19 -1.58 0.57  C2 1.094
34 H -3.79 -3.15 0.30  C3 1.094
35 H -2.73 -2.76 -1.05  C3 1.091
36 H -2.16 -3.82 0.24  C3 1.093
37 H -3.33 -1.59 2.69  C4 1.090
38 H -2.34 -3.04 2.52  C4 1.092
39 H 0.17 -2.64 3.30  N6 1.014
40 H 2.53 -1.34 4.45  C8 1.091
41 H 2.60 -1.41 2.68  C8 1.092
42 H 3.09 0.01 0.43  C12 1.090
43 H 1.44 0.27 1.06  C12 1.090
44 H 3.22 2.37 -0.21  C13 1.091
45 H 0.31 2.22 0.59  C14 1.092
46 H 1.07 3.80 0.45  C14 1.092
47 H 1.19 3.94 -3.07  C16 1.083
48 H 0.18 4.69 -1.83  C16 1.093
49 H 1.93 4.58 -1.62  C16 1.091
50 H -0.43 2.44 -3.60  C19 1.090
51 H 1.20 1.95 -3.96  C19 1.094
52 H 0.32 -0.75 -2.55  N22 1.012
53 H -0.16 -2.08 -5.13  C23 1.081
54 H -0.13 -4.15 -3.67  C24 1.080
55 H -0.21 -3.09 -2.20  C24 1.082
56 H -2.38 -2.10 -2.98  C25 1.082
57 H -2.33 -3.16 -4.47  C25 1.081
58 H 2.23 3.06 2.59  C26 1.094
59 H 3.92 3.04 2.04  C26 1.088
60 H 0.31 1.33 4.13  C27 1.077

Calculated values
- net charge = 0
- SMILES = CC(C)Cn1[nH]c(CC(=O)N2CC(CN(C)C(=O)CC(=O)NC3CC3)C2)cc1=O

Below is a single C20H31N5O4 molecule, with properties calculated with ωB97M-V with the def2-TZVPD basis set.

Each atom is followed by the atoms it is bonded to, with distances in Å.
Cartesian coordinates (Å):
1 C -7.00 3.76 -0.70  C2 1.525, H30 1.090, H31 1.093, H32 1.091
2 C -6.36 2.43 -1.05  C1 1.525, C3 1.527, C4 1.532, H33 1.096
3 C -7.38 1.30 -0.93  C2 1.527, H34 1.094, H35 1.093, H36 1.090
4 C -5.09 2.12 -0.24  C2 1.532, N5 1.446, H37 1.090, H38 1.095
5 N -5.26 2.05 1.19  C4 1.446, N6 1.395, C28 1.384
6 N -5.50 3.18 1.97  N5 1.395, C7 1.386, H39 1.014
7 C -5.78 2.72 3.25  N6 1.386, C8 1.500, C27 1.347
8 C -6.04 3.69 4.35  C7 1.500, C9 1.524, H40 1.089, H41 1.091
9 C -7.09 3.07 5.27  C8 1.524, O10 1.217, N11 1.353
10 O -6.78 2.45 6.26  C9 1.217
11 N -8.38 3.19 4.85  C9 1.353, C12 1.476, C26 1.467
12 C -8.90 3.47 3.50  N11 1.476, C13 1.545, H42 1.090, H43 1.088
13 C -9.91 2.32 3.67  C12 1.545, C14 1.526, C26 1.553, H44 1.088
14 C -9.61 1.07 2.84  C13 1.526, N15 1.466, H45 1.097, H46 1.091
15 N -10.41 0.90 1.62  C14 1.466, C16 1.456, C17 1.354
16 C -10.81 -0.47 1.33  N15 1.456, H47 1.084, H48 1.094, H49 1.089
17 C -10.45 1.91 0.72  N15 1.354, O18 1.230, C19 1.518
18 O -9.93 2.99 0.97  C17 1.230
19 C -11.15 1.62 -0.60  C17 1.518, C20 1.529, H50 1.093, H51 1.091
20 C -11.28 2.70 -1.67  C19 1.529, O21 1.219, N22 1.346
21 O -11.90 2.43 -2.69  C20 1.219
22 N -10.70 3.89 -1.45  C20 1.346, C23 1.431, H52 1.013
23 C -10.84 4.96 -2.39  N22 1.431, C24 1.495, C25 1.498, H53 1.082
24 C -9.80 6.04 -2.36  C23 1.495, C25 1.506, H54 1.080, H55 1.082
25 C -9.84 5.07 -3.51  C23 1.498, C24 1.506, H56 1.082, H57 1.080
26 C -9.41 2.19 5.14  N11 1.467, C13 1.553, H58 1.092, H59 1.090
27 C -5.87 1.38 3.25  C7 1.347, C28 1.460, H60 1.077
28 C -5.56 0.90 1.90  N5 1.384, C27 1.460, O29 1.221
29 O -5.59 -0.22 1.42  C28 1.221
30 H -7.44 3.73 0.30  C1 1.090
31 H -6.28 4.58 -0.73  C1 1.093
32 H -7.80 3.98 -1.40  C1 1.091
33 H -6.02 2.47 -2.10  C2 1.096
34 H -7.73 1.21 0.10  C3 1.094
35 H -8.24 1.50 -1.56  C3 1.093
36 H -6.96 0.33 -1.21  C3 1.090
37 H -4.69 1.15 -0.52  C4 1.090
38 H -4.33 2.87 -0.46  C4 1.095
39 H -4.78 3.89 1.89  N6 1.014
40 H -5.15 3.87 4.95  C8 1.089
41 H -6.38 4.64 3.93  C8 1.091
42 H -9.35 4.46 3.43  C12 1.090
43 H -8.19 3.34 2.69  C12 1.088
44 H -10.95 2.60 3.57  C13 1.088
45 H -8.54 1.05 2.58  C14 1.097
46 H -9.81 0.19 3.45  C14 1.091
47 H -11.54 -0.51 0.54  C16 1.084
48 H -9.95 -1.08 1.05  C16 1.094
49 H -11.26 -0.90 2.22  C16 1.089
50 H -10.66 0.78 -1.09  C19 1.093
51 H -12.17 1.28 -0.40  C19 1.091
52 H -10.29 4.04 -0.53  N22 1.013
53 H -11.86 5.23 -2.62  C23 1.082
54 H -10.13 7.06 -2.53  C24 1.080
55 H -9.00 5.94 -1.64  C24 1.082
56 H -9.07 4.31 -3.54  C25 1.082
57 H -10.19 5.41 -4.47  C25 1.080
58 H -8.99 1.22 5.42  C26 1.092
59 H -10.12 2.51 5.90  C26 1.090
60 H -6.14 0.75 4.08  C27 1.077

Calculated values
- net charge = 0
- SMILES = CC(C)Cn1[nH]c(CC(=O)N2CC(CN(C)C(=O)CC(=O)NC3CC3)C2)cc1=O

Maximum force values, unit hartree/bohr, following the record order: 0.012, 0.013, 0.006, 0.004.
HOMO values, unit eV, following the record order: -7.98, -8.56, -8.62, -8.64.
Relative energy (zero: lowest compared OMol25 entry of this formula, charge and spin) values, unit eV, following the record order: 0.513, 1.537, 1.445, 1.327.